Record 1
A molecular structure, C30H25N3SSb2Se4Sn, computed with ωB97M-V/def2-TZVPD.

Properties
HOMO-LUMO gap ... 6.47 eV
Total energy ... -327111.4958 eV
Spin multiplicity ... 1

```
66
Properties=species:S:1:pos:R:3:forces:R:3:nbo_charge:R:1
Sn -0.365828 1.138849 0.700267 -0.1 -0.1 0.2 1.097
C 2.223735 2.842484 -2.297225 0.2 0.0 -0.1 -0.404
N 2.957964 2.540559 -1.057277 -0.1 -0.1 0.1 -0.453
C 3.705680 3.628756 -0.428620 0.1 -0.1 0.0 -0.387
C 2.494489 1.568428 -0.316060 -0.2 0.0 -0.1 0.572
N 2.067747 0.661381 0.283238 -0.1 0.3 -0.1 -0.528
H 2.927946 3.246212 -3.024149 0.0 0.0 0.0 0.207
H 1.436561 3.571935 -2.105935 0.0 0.0 0.0 0.233
H 1.787195 1.927387 -2.688458 0.0 0.0 0.0 0.228
H 3.057482 4.486720 -0.262218 0.0 0.0 0.0 0.206
H 4.532143 3.910643 -1.079630 0.0 0.0 0.0 0.207
H 4.093902 3.296991 0.530524 0.0 0.0 0.0 0.225
Se 1.291007 6.450837 -1.463144 0.0 -0.1 -0.1 -0.385
Sb 0.632101 6.194872 1.071803 -0.1 0.0 0.0 0.815
Se 0.375067 3.794446 1.571768 0.2 0.1 0.1 -0.848
Se -1.718493 6.936107 0.215166 -0.1 -0.2 -0.1 -0.307
Se -0.669013 7.748642 -1.749161 0.1 0.1 0.1 -0.029
N -3.328077 5.785071 -7.748829 0.0 0.0 0.1 -0.310
C -2.977610 5.207325 -6.818418 -0.1 0.1 -0.2 0.280
C -2.539071 4.480251 -5.662092 0.1 -0.1 0.1 -0.179
C -1.991825 5.161084 -4.576409 0.0 0.0 0.0 -0.175
C -1.571172 4.455192 -3.464769 0.0 0.0 0.0 -0.117
C -1.688568 3.065659 -3.428302 0.0 0.0 -0.1 -0.162
C -2.236789 2.387423 -4.521831 0.0 0.0 0.1 -0.172
C -2.661342 3.089026 -5.631400 0.0 0.1 -0.1 -0.167
C -1.232170 2.357685 -2.272295 -0.2 -0.1 -0.1 0.059
C -0.843588 1.764521 -1.290968 0.2 0.1 0.1 -0.604
H -1.892933 6.237951 -4.604962 0.0 0.0 0.0 0.236
H -1.144319 4.976308 -2.618402 0.0 0.0 0.0 0.228
H -2.322706 1.309869 -4.486218 0.0 0.0 0.0 0.224
H -3.086756 2.571853 -6.480809 0.0 0.0 0.0 0.228
S -0.414471 -1.395314 -0.629595 -0.1 -0.1 0.0 -0.723
Sb -0.141621 -2.670557 1.230414 0.0 -0.1 0.0 1.728
C 1.869043 -2.906604 1.818989 -0.2 0.0 0.0 -0.415
C 2.866521 -2.639103 0.890293 0.0 0.1 0.0 -0.203
C 4.196122 -2.825115 1.240897 0.0 0.0 0.0 -0.191
C 4.523987 -3.272556 2.513346 0.0 0.0 0.0 -0.191
C 3.525551 -3.534421 3.442888 0.0 0.0 0.0 -0.230
C 2.194673 -3.351825 3.097417 0.0 0.0 0.0 -0.167
C -1.149336 -1.890785 2.908109 0.1 0.1 -0.1 -0.315
C -2.539870 -1.926132 2.921284 0.0 -0.1 0.0 -0.246
C -3.237533 -1.233805 3.899613 0.0 0.0 0.0 -0.192
C -2.547710 -0.498671 4.855266 0.0 0.0 0.0 -0.189
C -1.160451 -0.460525 4.840077 0.0 0.0 0.0 -0.201
C -0.458122 -1.150626 3.862389 0.0 0.0 0.0 -0.245
C -0.924235 -4.595936 0.870049 0.1 0.1 0.0 -0.299
C -1.858253 -4.764825 -0.144908 0.0 0.1 0.0 -0.243
C -2.375280 -6.027819 -0.398738 0.0 0.0 0.0 -0.208
C -1.954202 -7.115355 0.354051 0.0 0.0 0.0 -0.180
C -1.014307 -6.945878 1.362774 0.0 0.0 0.0 -0.210
C -0.497358 -5.685407 1.622687 0.0 0.0 0.0 -0.244
H 2.605930 -2.260748 -0.091502 0.0 0.0 0.0 0.242
H 4.975878 -2.611891 0.521515 0.0 0.0 0.0 0.220
H 5.562394 -3.412236 2.785243 0.0 0.0 0.0 0.220
H 3.782587 -3.876547 4.437025 0.0 0.0 0.0 0.220
H 1.419248 -3.551475 3.829160 0.0 0.0 0.0 0.210
H -3.083899 -2.489248 2.170827 0.0 0.0 0.0 0.222
H -4.319577 -1.258319 3.908473 0.0 0.0 0.0 0.221
H -3.094303 0.054813 5.607521 0.0 0.0 0.0 0.222
H -0.623900 0.128516 5.572392 0.0 0.0 0.0 0.225
H 0.623706 -1.091356 3.838588 0.0 0.0 0.0 0.226
H -2.168183 -3.915187 -0.743371 0.0 0.0 0.0 0.238
H -3.102726 -6.162182 -1.188796 0.0 0.0 0.0 0.222
H -2.355374 -8.099901 0.150953 0.0 0.0 0.0 0.218
H -0.681198 -7.795854 1.944383 0.0 0.0 0.0 0.220
H 0.243515 -5.561609 2.405070 0.0 0.0 0.0 0.217
```
Positions in Å, forces in eV/Å.



Record 2
A molecular structure, C30H25N7O2Pt, computed with ωB97M-V/def2-TZVPD.

Properties
HOMO-LUMO gap (spin up / spin down) ... 7.63 / 4.77 eV
Expectation value of S² ... 6.05
Total energy ... -49272.2643 eV
Net charge ... +2
Spin multiplicity ... 5

```
65
Properties=species:S:1:pos:R:3:forces:R:3:nbo_charge:R:1
Pt 0.010814 0.041193 0.202231 0.1 -0.5 -0.3 1.248
O -1.869842 0.839810 -1.031423 -0.4 0.4 -0.2 -0.559
C -2.264918 2.026407 -1.193664 0.1 -0.5 0.2 0.390
C -2.917240 2.383026 -2.429054 0.0 -0.2 0.1 -0.108
C -3.428297 3.636613 -2.614894 -0.1 0.6 0.1 -0.213
C -3.311381 4.602578 -1.601430 -0.3 -0.1 -0.7 -0.089
C -2.669546 4.294079 -0.393769 0.3 -0.2 0.4 -0.090
C -2.124978 3.048980 -0.169858 0.0 0.1 -0.1 -0.192
C -1.472230 2.838740 1.103162 -0.1 0.1 0.3 0.216
N -0.816988 1.768651 1.446894 0.6 -0.2 -0.2 -0.368
N -0.355179 1.785481 2.694328 -0.2 -0.1 0.5 -0.149
C -0.039261 0.474396 3.163243 0.1 0.0 -0.3 0.615
O -0.029682 -0.504165 2.404882 -0.2 0.4 -0.1 -0.614
C 0.298644 0.333520 4.567981 0.0 0.3 0.2 -0.137
C 0.586102 -0.955716 5.034399 0.0 -0.2 0.0 -0.155
C 0.932978 -1.147146 6.352420 0.0 0.0 0.2 -0.213
C 0.986730 -0.055844 7.221545 0.0 -0.1 0.0 -0.121
C 0.694718 1.226093 6.773127 0.0 0.0 -0.1 -0.219
C 0.354966 1.430476 5.446507 0.0 -0.2 -0.2 -0.133
H -3.023868 1.607335 -3.181238 0.0 0.1 0.1 0.232
H -3.934412 3.888335 -3.539843 0.0 0.0 0.1 0.255
H -3.720767 5.593339 -1.758025 0.0 -0.1 0.1 0.250
H -2.585999 5.047010 0.384381 -0.1 0.0 -0.1 0.243
H -1.577760 3.606595 1.869827 0.0 0.0 -0.1 0.219
H 0.520598 -1.801221 4.355515 0.0 0.1 0.1 0.231
H 1.155404 -2.143637 6.715626 0.0 0.1 0.0 0.238
H 1.258253 -0.211714 8.258733 0.0 0.0 0.0 0.238
H 0.740784 2.065521 7.456436 0.0 -0.1 -0.1 0.240
H 0.146894 2.426251 5.085099 0.0 0.0 0.0 0.236
C 2.084949 0.239367 -2.338647 -0.1 0.0 0.2 -0.274
N 0.630668 0.198609 -2.187200 -0.2 0.1 0.1 -0.603
C -0.065049 -0.881352 -2.895395 0.1 0.0 0.2 -0.266
C -0.413682 -1.987197 -1.953454 0.0 -0.2 -0.1 0.405
N -0.450688 -1.843674 -0.660771 0.0 -0.5 0.5 -0.552
C -0.874512 -3.076143 -0.118372 0.3 0.6 0.0 0.156
C -1.076262 -3.473976 1.200963 0.0 0.1 0.1 -0.232
C -1.492143 -4.774090 1.402365 0.0 -0.1 0.0 -0.193
C -1.699748 -5.658525 0.325291 0.0 -0.1 0.3 -0.182
C -1.495897 -5.269468 -0.978132 0.0 0.0 -0.2 -0.213
C -1.079376 -3.956263 -1.168791 0.1 0.1 -0.4 0.093
N -0.769356 -3.230439 -2.321789 -0.1 -0.3 -0.1 -0.504
C 2.761545 0.146926 -1.008469 0.0 -0.1 0.0 0.409
N 2.174486 -0.290832 0.075802 0.4 0.1 1.0 -0.550
C 3.187313 -0.341418 1.075754 -0.5 -0.1 -0.3 0.146
C 3.169766 -0.806380 2.391273 -0.1 0.0 -0.1 -0.231
C 4.349858 -0.731911 3.105993 0.0 0.0 0.1 -0.187
C 5.531546 -0.229777 2.530654 -0.1 -0.1 0.2 -0.182
C 5.569141 0.186576 1.219648 0.1 0.1 -0.1 -0.222
C 4.373484 0.108431 0.515747 0.0 0.1 -0.4 0.095
N 4.061809 0.404330 -0.812148 0.4 0.1 0.0 -0.505
H 2.400201 1.134409 -2.866186 0.1 0.2 -0.1 0.234
H 2.410691 -0.608524 -2.935658 0.1 -0.1 -0.1 0.235
H 0.218506 1.085340 -2.420913 0.0 0.1 -0.2 0.404
H 0.536246 -1.272369 -3.711620 0.1 0.0 -0.2 0.223
H -0.979143 -0.489482 -3.325845 -0.2 0.1 -0.1 0.244
H -0.912640 -2.784136 2.021292 0.0 -0.1 -0.1 0.235
H -1.664186 -5.129612 2.412494 0.0 0.0 -0.1 0.234
H -2.028635 -6.672837 0.527983 0.1 0.1 0.0 0.239
H -1.653153 -5.954905 -1.804472 0.0 0.1 0.1 0.238
H -0.830490 -3.572245 -3.264514 0.0 0.0 -0.1 0.436
H 2.273777 -1.239297 2.812456 0.0 0.1 0.0 0.229
H 4.372895 -1.084095 4.133272 0.0 0.0 -0.2 0.232
H 6.437448 -0.191670 3.122764 -0.1 0.0 0.0 0.239
H 6.488109 0.543106 0.763760 -0.2 0.0 0.0 0.240
H 4.705686 0.742940 -1.509173 0.0 0.0 0.0 0.437
```
Positions in Å, forces in eV/Å.



Record 3
3 unconnected molecules or ions with the total composition C30H25O6P, computed with ωB97M-V/def2-TZVPD.

Properties
HOMO-LUMO gap ... 8.55 eV
SMILES string ... O=C1c2ccccc2C(=O)c2ccccc21.O=C1c2ccccc2C(=O)c2ccccc21.CCO[PH3]O
Total energy ... -53089.7838 eV
Spin multiplicity ... 1

```
62
Properties=species:S:1:pos:R:3:forces:R:3:nbo_charge:R:1
O 0.486038 -2.877451 2.195427 0.0 0.0 0.0 -0.531
C 0.859276 -2.602364 1.073735 -0.1 0.0 0.2 0.522
C -0.031129 -1.882591 0.122276 0.1 0.0 -0.1 -0.062
C -1.300347 -1.502586 0.539229 -0.1 0.0 0.0 -0.176
C -2.132054 -0.811554 -0.324169 0.0 0.0 0.0 -0.193
C -1.701784 -0.494458 -1.608133 0.0 0.0 0.0 -0.186
C -0.441301 -0.878207 -2.031421 -0.1 0.0 0.0 -0.156
C 0.397778 -1.574823 -1.171226 0.0 0.0 0.1 -0.152
C 1.745467 -1.990248 -1.650323 0.0 0.0 -0.2 0.547
O 2.102037 -1.764075 -2.787668 0.0 0.0 0.0 -0.525
C 2.644753 -2.691252 -0.691262 -0.1 0.0 0.1 -0.145
C 3.918932 -3.059833 -1.103381 0.1 0.0 0.0 -0.155
C 4.774298 -3.693542 -0.219072 0.0 0.0 0.0 -0.193
C 4.361517 -3.962987 1.081695 0.0 0.0 0.0 -0.194
C 3.089862 -3.606115 1.493562 0.1 -0.1 0.1 -0.177
C 2.226526 -2.970720 0.611217 0.0 0.0 -0.1 -0.065
H -1.627148 -1.748333 1.539588 0.1 0.0 0.0 0.236
H -3.118388 -0.511886 0.003818 0.0 0.0 0.0 0.218
H -2.348177 0.061586 -2.273443 0.0 0.0 0.0 0.233
H -0.100414 -0.638047 -3.028358 0.1 0.0 0.0 0.237
H 4.233467 -2.844979 -2.114665 -0.1 0.0 0.0 0.238
H 5.767031 -3.977527 -0.541382 0.0 0.0 0.0 0.218
H 5.033451 -4.451889 1.774566 0.0 0.0 0.0 0.223
H 2.763826 -3.817467 2.502136 -0.1 0.0 0.0 0.234
O -3.091439 2.545154 -2.320237 0.0 0.0 0.0 -0.564
C -3.697779 3.428850 -2.890811 0.1 -0.1 0.1 0.609
C -5.102702 3.228163 -3.342462 0.0 0.1 0.0 -0.073
C -5.731682 2.017158 -3.083138 -0.1 -0.1 0.0 -0.194
C -7.043979 1.822676 -3.475680 0.0 0.0 0.0 -0.189
C -7.735697 2.837427 -4.128453 0.0 0.0 0.0 -0.191
C -7.111935 4.042958 -4.397166 -0.1 -0.1 0.0 -0.158
C -5.793780 4.242576 -4.008584 0.1 -0.1 0.1 -0.169
C -5.134599 5.541948 -4.320554 -0.1 0.1 -0.1 0.619
O -5.719717 6.404675 -4.940036 0.0 0.0 0.0 -0.538
C -3.737111 5.749277 -3.848857 0.0 -0.1 0.1 -0.180
C -3.111920 6.963527 -4.099558 0.1 0.1 0.0 -0.156
C -1.820460 7.179620 -3.652014 0.0 0.0 0.0 -0.190
C -1.147008 6.184328 -2.951670 0.0 0.0 0.0 -0.188
C -1.762160 4.969849 -2.705257 0.1 0.0 0.0 -0.192
C -3.057464 4.746291 -3.154115 -0.1 0.0 -0.1 -0.073
H -5.189641 1.234188 -2.572279 0.1 0.0 0.0 0.234
H -7.532169 0.879190 -3.271953 0.0 0.0 0.0 0.220
H -8.763716 2.685432 -4.428320 0.0 0.0 0.0 0.220
H -7.641146 4.834036 -4.908893 0.1 0.1 0.0 0.238
H -3.642064 7.732805 -4.642557 -0.1 0.0 0.0 0.239
H -1.335377 8.126414 -3.847398 0.0 0.0 0.0 0.220
H -0.139415 6.357872 -2.598899 0.0 0.0 0.0 0.220
H -1.243089 4.190478 -2.165702 -0.1 -0.1 0.0 0.240
C 4.035726 -2.491506 5.795175 0.5 -0.4 0.4 -0.641
C 4.118577 -3.990014 6.098201 -0.3 0.0 -0.6 -0.079
O 5.371979 -4.548967 5.755286 0.3 0.2 0.1 -0.833
P 6.568888 -4.494057 6.970567 0.3 -0.1 0.1 1.272
O 7.828249 -4.465537 8.150310 -0.3 -0.5 0.2 -1.038
H 5.046878 -2.113970 5.720373 0.2 0.3 0.0 0.212
H 3.550561 -2.310324 4.849018 -0.3 0.2 -0.2 0.216
H 3.552956 -1.966191 6.608043 -0.3 0.3 0.0 0.210
H 3.382706 -4.497320 5.486282 -0.2 -0.3 0.0 0.189
H 3.845143 -4.200762 7.132507 0.1 0.0 0.3 0.158
H 6.021726 -5.642598 7.559305 -0.1 0.1 0.1 -0.061
H 6.174062 -3.220344 7.389889 -0.1 0.0 0.0 -0.051
H 7.534012 -4.617372 5.977917 -0.1 0.0 -0.1 -0.025
H 7.651069 -5.094581 8.868972 0.2 0.4 -0.3 0.475
```
Positions in Å, forces in eV/Å.



The lowest total energy belongs to which entry?
C30H25N3SSb2Se4Sn